one) Molecular formula: C9H14
Method: DFT, ωB97M-V/def2-TZVPD

Last columns: bonded neighbours and bond lengths (Å).
Geometry (Å):
1 H 1.8951 2.9339 2.2671  C21 1.036
2 C 0.0610 -1.3596 -3.6090  H7 1.095, C14 1.439, H20 1.175, H23 1.038
3 C -1.0213 0.0976 -0.4019  C11 1.389, H13 1.009, C17 1.423
4 H 0.2051 3.4571 2.2803  C21 1.136
5 H 0.7184 -3.1649 -1.5205  C10 1.103
6 C 0.4940 1.6061 3.2972  H8 1.064, H9 1.155, C21 1.515, H22 1.078
7 H 1.0631 -1.6913 -3.8991  C2 1.095
8 H -0.3872 1.1669 2.8937  C6 1.064
9 H 0.1629 2.2512 4.1960  C6 1.155
10 C 0.2289 -2.2422 -1.1675  H5 1.103, C14 1.438, C16 1.385
11 C -0.8692 -0.1492 -1.7601  C3 1.389, C14 1.423, H15 1.143
12 H 0.0553 -2.6285 0.9512  C16 1.016
13 H -1.4465 0.9503 -0.0687  C3 1.009
14 C -0.1548 -1.3035 -2.1872  C2 1.439, C10 1.438, C11 1.423
15 H -1.4995 0.4786 -2.4783  C11 1.143
16 C 0.0232 -1.9741 0.1751  C10 1.385, H12 1.016, C17 1.348
17 C -0.6537 -0.8762 0.5679  C3 1.423, C16 1.348, H19 1.139
18 H 0.9365 2.1352 1.1873  C21 1.122
19 H -0.9871 -0.6671 1.6370  C17 1.139
20 H -0.3135 -0.3462 -4.0701  C2 1.175
21 C 0.9227 2.5789 2.2178  H1 1.036, H4 1.136, C6 1.515, H18 1.122
22 H 1.2019 0.8035 3.4263  C6 1.078
23 H -0.6350 -2.0568 -3.9346  C2 1.038

The net charge is 0. Its HOMO energy is -8.8 eV. The spin multiplicity is 1. The value obtained for the HOMO-LUMO gap is 9.799 eV. As for the SMILES: Cc1ccccc1.CC. The LUMO energy is 1.0 eV.

two) Molecular formula: C9H14
Method: DFT, ωB97M-V/def2-TZVPD

Last columns: bonded neighbours and bond lengths (Å).
Geometry (Å):
1 H 2.0339 -1.8607 3.1526  C5 1.111
2 H 2.2321 2.5830 -0.7382  C7 1.091
3 H -0.0826 -3.2361 2.2474  C22 1.085
4 C -2.4797 0.1398 -1.5643  H6 1.087, C9 1.470, H17 1.104, H18 1.102
5 C 1.4469 -1.5208 2.2729  H1 1.111, H16 1.093, H20 1.079, C22 1.537
6 H -3.3797 0.7485 -1.6016  C4 1.087
7 C 1.2274 2.1576 -0.7183  H2 1.091, C11 1.380, C14 1.425
8 H -0.1016 -0.9350 -1.1863  C23 1.089
9 C -1.2267 0.8211 -1.2079  C4 1.470, C10 1.373, C23 1.393
10 C -1.1695 2.1424 -0.8386  C9 1.373, C11 1.399, H21 1.101
11 C 0.0317 2.8468 -0.7024  C7 1.380, C10 1.399, H15 1.077
12 H 0.3064 -2.3459 0.7848  C22 1.099
13 H 2.1018 0.1558 -0.8731  C14 1.075
14 C 1.2078 0.7495 -0.9363  C7 1.425, H13 1.075, C23 1.371
15 H 0.0264 3.9048 -0.5005  C11 1.077
16 H 0.7227 -0.9039 2.8119  C5 1.093
17 H -2.3059 -0.1875 -2.6039  C4 1.104
18 H -2.6402 -0.7334 -0.9124  C4 1.102
19 H 1.3271 -3.6369 1.4429  C22 1.094
20 H 2.0985 -0.9517 1.6281  C5 1.079
21 H -2.0947 2.6753 -0.5683  C10 1.101
22 C 0.7310 -2.7591 1.7103  H3 1.085, C5 1.537, H12 1.099, H19 1.094
23 C -0.0130 0.1466 -1.0989  H8 1.089, C9 1.393, C14 1.371

The net charge is 0. Its HOMO energy is -9.0 eV. The spin multiplicity is 1. The value obtained for the HOMO-LUMO gap is 10.011 eV. As for the SMILES: Cc1ccccc1.CC. The LUMO energy is 1.0 eV.

three) Molecular formula: C9H14
Method: DFT, ωB97M-V/def2-TZVPD

Last columns: bonded neighbours and bond lengths (Å).
Geometry (Å):
1 C -1.4902 -0.0499 -0.7063  C3 1.496, H6 1.199, H11 1.091, H13 1.101
2 H -1.6241 -2.0028 1.3689  C17 1.055
3 C -0.8302 -0.0834 0.6358  C1 1.496, C16 1.413, C17 1.376
4 H 1.0012 1.4177 -3.3525  C9 1.125
5 H -0.7024 -1.8198 3.5244  C19 1.080
6 H -1.0118 -1.0071 -1.2478  C1 1.199
7 C 0.3974 -0.0544 3.1117  C19 1.401, C21 1.426, H23 1.093
8 H 1.3312 -0.8996 -2.8602  C14 1.093
9 C 1.6062 0.8168 -4.0864  H4 1.125, H12 1.105, C14 1.539, H20 1.088
10 H 0.0778 -0.7310 -4.2001  C14 1.087
11 H -2.5714 -0.1962 -0.7018  C1 1.091
12 H 1.5204 1.3861 -5.0291  C9 1.105
13 H -1.2120 0.6466 -1.5120  C1 1.101
14 C 1.1174 -0.6299 -3.8979  H8 1.093, C9 1.539, H10 1.087, H22 1.105
15 H 0.0249 1.8183 0.2123  C16 1.087
16 C -0.0285 1.0333 0.9628  C3 1.413, H15 1.087, C21 1.368
17 C -1.2093 -1.0485 1.5405  H2 1.055, C3 1.376, C19 1.431
18 H 1.1853 1.8550 2.5921  C21 1.109
19 C -0.6036 -0.9944 2.8356  H5 1.080, C7 1.401, C17 1.431
20 H 2.6580 0.9656 -3.8532  C9 1.088
21 C 0.5445 1.0369 2.2056  C7 1.426, C16 1.368, H18 1.109
22 H 1.5799 -1.4317 -4.5018  C14 1.105
23 H 0.9664 0.0912 4.0341  C7 1.093

The net charge is 0. Its HOMO energy is -8.9 eV. The spin multiplicity is 1. The value obtained for the HOMO-LUMO gap is 9.856 eV. As for the SMILES: Cc1ccccc1.CC. The LUMO energy is 1.0 eV.

Tell me which of them is the most stable. Sure, it is two).

one) Molecular formula: C9H14
Method: DFT, ωB97M-V/def2-TZVPD

Last columns: bonded neighbours and bond lengths (Å).
Geometry (Å):
1 C 0.8612 -0.5883 0.2254  H3 1.137, C10 1.412, C12 1.378
2 C 2.6374 -0.5011 -1.8220  H4 1.093, C15 1.454, C20 1.361
3 H 0.0626 -0.7093 1.0255  C1 1.137
4 H 3.4945 -0.2076 -2.4332  C2 1.093
5 H -3.1165 1.7237 1.7749  C23 1.074
6 H -2.6625 0.2404 1.1214  C23 1.014
7 H 0.2456 1.9734 0.9615  C21 1.048
8 C -4.3980 0.0368 2.1905  H9 1.159, H16 1.037, H18 1.134, C23 1.483
9 H -5.4058 0.0389 1.6170  C8 1.159
10 C 1.6203 -1.7553 -0.0094  C1 1.412, H14 1.075, C20 1.418
11 H -0.3269 2.6753 -0.5475  C21 1.171
12 C 0.8876 0.6053 -0.4621  C1 1.378, C15 1.413, C21 1.534
13 H 1.5980 1.4858 -2.2120  C15 1.085
14 H 1.7958 -2.5260 0.7197  C10 1.075
15 C 1.7861 0.6456 -1.5514  C2 1.454, C12 1.413, H13 1.085
16 H -3.9830 -0.9131 2.1826  C8 1.037
17 H -3.8654 0.9365 0.3088  C23 1.102
18 H -4.5027 0.5131 3.2146  C8 1.134
19 H 3.3850 -2.2635 -1.1777  C20 1.042
20 C 2.5790 -1.6173 -1.0450  C2 1.361, C10 1.418, H19 1.042
21 C -0.1007 1.6754 0.0189  H7 1.048, H11 1.171, C12 1.534, H22 1.164
22 H -1.1217 1.1451 0.1926  C21 1.164
23 C -3.4723 0.8134 1.3306  H5 1.074, H6 1.014, C8 1.483, H17 1.102

The net charge is 0. Its HOMO energy is -9.0 eV. The spin multiplicity is 1. The value obtained for the HOMO-LUMO gap is 9.959 eV. As for the SMILES: Cc1ccccc1.CC. The LUMO energy is 1.0 eV.

two) Molecular formula: C9H14
Method: DFT, ωB97M-V/def2-TZVPD

Last columns: bonded neighbours and bond lengths (Å).
Geometry (Å):
1 H -4.3694 0.2017 0.7148  C6 1.070
2 H 1.4424 0.8231 -2.8681  C5 1.110
3 C 1.5438 0.6654 0.5397  C4 1.462, H9 1.141, C13 1.414
4 C 0.8377 -0.5946 0.7677  C3 1.462, C20 1.583, C22 1.352
5 C 1.3310 0.3654 -1.8632  H2 1.110, C10 1.369, C13 1.384
6 C -3.5311 0.8522 0.5806  H1 1.070, C7 1.676, H15 1.153, H19 1.086
7 C -2.0577 0.5277 -0.1500  C6 1.676, H11 1.100, H12 1.077, H23 1.122
8 H 1.4669 -0.7945 2.8773  C20 1.070
9 H 2.0218 1.2588 1.3892  C3 1.141
10 C 0.5068 -0.7151 -1.6952  C5 1.369, H16 1.064, C22 1.495
11 H -1.9741 0.8917 -1.1848  C7 1.100
12 H -1.2933 1.1856 0.2284  C7 1.077
13 C 1.8128 1.0842 -0.7838  C3 1.414, C5 1.384, H17 0.992
14 H -0.2776 -0.8587 2.4982  C20 1.059
15 H -3.1833 0.9694 1.6734  C6 1.153
16 H 0.1865 -1.1251 -2.6237  C10 1.064
17 H 2.5157 1.7753 -0.8965  C13 0.992
18 H 0.8975 -2.3163 2.0394  C20 1.177
19 H -3.9148 1.7715 0.1492  C6 1.086
20 C 0.6991 -1.1723 2.2353  C4 1.583, H8 1.070, H14 1.059, H18 1.177
21 H -0.4214 -2.1245 -0.0927  C22 1.175
22 C 0.2841 -1.2085 -0.3019  C4 1.352, C10 1.495, H21 1.175
23 H -1.6557 -0.4843 0.1204  C7 1.122

The net charge is 0. Its HOMO energy is -8.9 eV. The spin multiplicity is 1. The value obtained for the HOMO-LUMO gap is 9.917 eV. As for the SMILES: Cc1ccccc1.CC. The LUMO energy is 1.0 eV.

three) Molecular formula: C9H14
Method: DFT, ωB97M-V/def2-TZVPD

Last columns: bonded neighbours and bond lengths (Å).
Geometry (Å):
1 C 0.2546 2.4459 0.2403  C3 1.441, C6 1.394, H22 0.993
2 H 1.0354 -2.5983 -0.1872  C14 0.978
3 C -0.3752 1.2276 0.6814  C1 1.441, C7 1.392, C8 1.415
4 H -1.6931 0.3174 1.9889  C8 1.062
5 H -0.0026 -0.7004 -2.0766  C13 1.092
6 C 0.9357 2.4874 -0.9752  C1 1.394, H10 1.204, C21 1.404
7 C -0.5590 0.1592 -0.1913  C3 1.392, C13 1.453, H17 1.046
8 C -0.9599 1.0857 1.9621  C3 1.415, H4 1.062, H12 1.065, H16 1.093
9 H -0.8359 -2.8300 1.6562  C20 1.109
10 H 1.6711 3.4293 -1.1210  C6 1.204
11 H 1.2911 -4.1144 0.3156  C14 1.110
12 H -0.2940 0.7770 2.7334  C8 1.065
13 C 0.1929 0.1609 -1.4344  H5 1.092, C7 1.453, C21 1.403
14 C 0.5143 -3.4161 -0.0603  H2 0.978, H11 1.110, H19 1.112, C20 1.474
15 H -1.5832 -3.4056 0.1709  C20 1.134
16 H -1.2966 1.9956 2.4662  C8 1.093
17 H -1.1565 -0.6687 0.0358  C7 1.046
18 H 1.4296 1.2417 -2.8027  C21 1.168
19 H 0.2051 -3.8062 -1.0548  C14 1.112
20 C -0.6618 -3.5363 0.8197  H9 1.109, C14 1.474, H15 1.134, H23 1.134
21 C 0.8941 1.3294 -1.7679  C6 1.404, C13 1.403, H18 1.168
22 H 0.3676 3.2183 0.8535  C1 0.993
23 H -0.5525 -4.5179 1.3760  C20 1.134

The net charge is 0. Its HOMO energy is -8.8 eV. The spin multiplicity is 1. The value obtained for the HOMO-LUMO gap is 9.808 eV. As for the SMILES: Cc1ccccc1.CC. The LUMO energy is 1.0 eV.

four) Molecular formula: C9H14
Method: DFT, ωB97M-V/def2-TZVPD

Last columns: bonded neighbours and bond lengths (Å).
Geometry (Å):
1 C 2.1650 -1.5272 -1.3497  H4 1.064, H12 1.170, C15 1.547, H20 1.150
2 H -0.5163 -2.1505 -1.8367  C9 1.068
3 C -1.3638 4.9366 -0.5987  H5 1.082, H8 1.057, C10 1.535, H23 1.064
4 H 2.8761 -2.3163 -1.2968  C1 1.064
5 H -1.2358 5.4889 -1.5207  C3 1.082
6 H 2.1664 -0.2421 0.9450  C22 1.083
7 H -2.0299 2.7827 -0.4311  C10 1.144
8 H -2.2818 5.1778 -0.1339  C3 1.057
9 C -0.2713 -1.7904 -0.8611  H2 1.068, C15 1.390, C18 1.454
10 C -1.1551 3.4277 -0.7870  C3 1.535, H7 1.144, H11 1.144, H14 1.128
11 H -0.2158 3.1487 -0.1965  C10 1.144
12 H 2.9385 -0.7399 -0.9606  C1 1.170
13 H -1.7702 -2.7328 0.0916  C18 0.997
14 H -1.1246 3.2886 -1.9064  C10 1.128
15 C 0.9517 -1.3001 -0.4172  C1 1.547, C9 1.390, C22 1.415
16 C -0.8391 -1.7934 1.6629  C17 1.444, C18 1.409, H21 1.049
17 C 0.4856 -1.2763 1.9119  C16 1.444, H19 1.075, C22 1.371
18 C -1.1221 -2.0038 0.2982  C9 1.454, H13 0.997, C16 1.409
19 H 0.8668 -0.9477 2.8621  C17 1.075
20 H 2.1160 -1.6684 -2.4899  C1 1.150
21 H -1.5857 -1.8113 2.4000  C16 1.049
22 C 1.2342 -0.7891 0.8714  H6 1.083, C15 1.415, C17 1.371
23 H -0.7135 5.4195 0.0906  C3 1.064

The net charge is 0. Its HOMO energy is -8.4 eV. The spin multiplicity is 1. The value obtained for the HOMO-LUMO gap is 9.362 eV. As for the SMILES: Cc1ccccc1.CC. The LUMO energy is 0.9 eV.

Tell me which of them is the most stable. Sure, it is one).